{
  "formula": "Cl4Hg4O20S",
  "method": "ωB97M-V/def2-TZVPD",
  "energy_ha": -4354.58923,
  "charge": 2,
  "relative_energy_kj_mol": 1497.6,
  "orbital_gap_ha": 0.04767,
  "species": ["Hg", "Hg", "Hg", "Hg", "S", "O", "O", "O", "O", "Cl", "O", "O", "O", "O", "Cl", "O", "O", "O", "O", "Cl", "O", "O", "O", "O", "Cl", "O", "O", "O", "O"],
  "positions_angstrom": [[-20.0599, 14.2500, -15.4495], [-22.6254, 10.6163, -24.3070], [-21.3741, 20.1194, -24.1244], [-13.6951, 17.1408, -21.4400], [-19.3053, 14.8944, -21.3788], [-19.7517, 14.2367, -20.1132], [-19.9880, 16.1468, -21.7153], [-17.8851, 15.0118, -21.4801], [-19.7577, 13.8941, -22.3622], [-16.7340, 17.0342, -27.4829], [-17.4918, 15.7878, -27.5585], [-17.6619, 18.2081, -27.3767], [-15.6957, 17.0196, -26.3353], [-16.0665, 17.0769, -28.6550], [-10.6332, 12.0305, -18.6995], [-9.4003, 12.0172, -19.3910], [-10.5826, 12.9372, -17.5874], [-11.5655, 12.6356, -19.5418], [-11.2120, 10.8267, -18.3943], [-27.2062, 14.7008, -25.5333], [-27.2746, 15.2926, -26.7176], [-27.6845, 13.3457, -25.8025], [-25.8936, 14.6010, -24.7842], [-28.1827, 15.2982, -24.7218], [-17.0273, 6.5305, -23.0773], [-17.4356, 5.5168, -22.1187], [-15.8622, 7.0622, -22.5193], [-17.0108, 5.8406, -24.3770], [-18.0742, 7.5143, -22.9821]]
}